Density functional theory data (ωB97M-V/def2-TZVPD) for a molecular structure, C18H26O6.

Values from the calculation:
* Kohn-Sham gap: 8.7 eV
* LUMO energy: 0.020 Ha
* maximum force: 14.2 eV/Å
* molecular weight: 338.400 g mol⁻¹

Cartesian coordinates (Å):
C1 1.03 5.75 -1.93
C2 0.54 4.66 -2.01
C3 0.10 3.84 -1.01
C4 -0.55 2.54 -1.20
C5 -0.89 1.68 -0.07
C6 -0.93 1.95 1.21
C7 -0.35 3.07 1.55
C8 0.41 3.99 0.38
H1 0.91 4.85 0.65
H2 -0.02 3.51 2.49
O1 -1.50 1.12 1.82
C9 -1.01 1.17 3.28
C10 0.42 0.71 3.84
H3 0.93 1.05 2.80
O2 0.44 -0.72 3.80
C11 -0.26 -1.54 2.72
H4 -1.18 -1.09 2.54
C12 0.71 -1.48 1.51
O3 1.90 -2.24 1.42
C13 1.44 -3.70 1.08
C14 1.68 -3.88 -0.41
O4 0.25 -3.45 -1.07
C15 0.25 -3.55 -2.48
C16 -1.13 -2.96 -2.95
O5 -0.54 -1.53 -3.54
C17 -0.53 -0.52 -2.35
C18 -1.83 -0.05 -1.56
H5 -2.27 0.74 -2.58
H6 -2.66 -0.97 -1.59
O6 -1.77 0.48 -0.39
H7 0.10 0.21 -2.91
H8 0.19 -1.06 -1.50
H9 -1.33 -3.39 -3.83
H10 -1.69 -2.96 -2.00
H11 1.20 -3.15 -2.82
H12 0.23 -4.58 -2.77
H13 2.63 -3.27 -0.84
H14 1.41 -4.94 -0.64
H15 0.56 -4.00 1.45
H16 2.24 -4.41 1.43
H17 1.08 -0.39 1.43
H18 -0.06 -1.80 0.51
H19 -0.24 -2.58 3.10
H20 0.64 0.99 4.77
H21 -1.78 0.56 3.84
H22 -1.17 2.44 3.82
H23 -0.76 2.30 -2.15
H24 0.36 4.20 -2.86
H25 1.39 6.24 -1.09
H26 1.38 6.12 -2.88

Results of the Löwdin charge analysis, in e, for atoms 1 through 2: number 1, C, carries 0.027; number 2, C, carries -0.228